*P*
This record from the Open Molecules 2025 dataset describes 2 unconnected molecules or ions with the total composition C10H15NO. The level of theory is the ωB97M-V functional and the def2-TZVPD basis.

Atoms and positions in Å:
H: -3.33 2.86 -0.68
N: -2.94 1.98 -0.98
H: 3.03 -1.74 -0.36
H: -1.62 -1.97 2.01
H: 2.32 0.81 0.87
H: 0.58 -2.99 1.40
C: -1.68 1.88 -1.43
C: 2.83 -1.90 0.70
C: -1.12 0.51 -1.76
H: 0.19 1.89 1.60
H: 2.73 -2.97 0.86
C: 0.27 0.81 1.51
H: 0.47 0.49 -3.14
C: -0.78 -1.34 1.74
C: -0.86 0.05 1.83
C: 0.44 -1.92 1.42
H: 0.79 1.46 -1.67
C: 0.39 0.53 -2.06
H: 0.99 -0.27 -1.63
H: -1.86 0.43 2.02
H: 3.64 -1.57 1.36
C: 1.47 0.22 1.19
C: 1.58 -1.17 1.15
O: -0.98 2.89 -1.48
H: -1.35 -0.11 -0.88
H: -1.65 -0.04 -2.54
H: -3.57 1.18 -1.00

## Properties
**Gap between HOMO and LUMO**: 9.9 eV
**Structure (SMILES)**: Cc1ccccc1.CCC(N)=O

=====

*Q*
This record from the Open Molecules 2025 dataset describes 2 unconnected molecules or ions with the total composition C10H15NO. The level of theory is the ωB97M-V functional and the def2-TZVPD basis.

Atoms and positions in Å:
C: 0.99 2.86 0.25
H: 0.83 3.94 0.17
H: -2.82 -1.62 0.54
C: -3.22 -0.65 0.26
C: 1.90 2.29 1.11
N: -2.29 -1.05 -2.02
C: -2.90 -0.18 -1.13
H: -0.19 0.04 -1.17
O: -3.02 1.00 -1.39
H: -4.31 -0.74 0.41
C: 0.08 2.08 -0.46
H: 0.98 -1.77 -0.72
H: -2.78 -1.85 -2.37
C: 0.32 0.72 -0.50
H: 2.50 2.95 1.73
H: 2.74 -1.54 1.82
H: -0.77 2.54 -0.92
H: 2.64 -1.24 -0.64
C: 1.71 -1.32 -0.06
H: 2.63 -3.08 0.98
H: 1.21 -2.41 1.73
H: -1.76 -0.56 -2.73
C: 2.11 -2.14 1.17
H: -2.93 0.16 0.92
H: 2.90 0.52 1.71
C: 1.34 0.12 0.23
C: 2.12 0.92 1.07

## Properties
**Gap between HOMO and LUMO**: 9.7 eV
**Structure (SMILES)**: CCc1ccccc1.CC(N)=O

=====

Relative energies, kJ/mol: *P* 0.0; *Q* 41.3.